Entry 1:
The following is a DFT calculation (ωB97M-V/def2-TZVPD) of an isolated ion of composition C5H11NS2 and charge -2 in a non-equilibrium geometry.

Each line ends with the Mulliken charge.
Positions of all 19 atoms, in Å:
S: 3.084874 2.818600 -2.029038  -0.751
C: 1.540506 2.334752 -1.126259  -0.822
C: 1.185880 0.854188 -1.332164  -0.306
C: -0.232622 0.468508 -0.812943  -0.615
N: -0.237510 -0.790504 -0.095420  -0.326
C: -1.507292 -1.111899 0.570049  -0.430
C: -1.344293 -2.143176 1.671033  -0.790
S: -2.899615 -2.465945 2.590251  -0.728
H: 0.744481 2.980861 -1.508715  0.251
H: 1.696231 2.521948 -0.063114  0.255
H: 1.235701 0.651651 -2.401526  0.241
H: 1.910092 0.282693 -0.758046  0.213
H: -0.912779 0.374287 -1.671481  0.205
H: -0.652251 1.313196 -0.234944  0.340
H: 0.528899 -0.830098 0.568237  0.262
H: -2.199319 -1.471652 -0.205227  0.223
H: -1.976293 -0.218893 0.996239  0.290
H: -0.919519 -3.062941 1.259163  0.277
H: -0.609987 -1.751530 2.374802  0.212

Cartesian forces (eV/Å) of the 2 atoms listed first:
S -0.155 -0.039 0.181
C 0.567 -0.075 -0.686

The calculation puts the gap between HOMO and LUMO at 6.1 eV. The calculation puts the calculated total energy at -1048.21974 hartree. The SMILES is [S-]CCCNCC[S-]. The net charge is -2.



Entry 2:
The following is a DFT calculation (ωB97M-V/def2-TZVPD) of one molecule with the formula C5H11NS3 in a non-equilibrium geometry.

Each line ends with the Mulliken charge.
Positions of all 20 atoms, in Å:
C: -1.040731 0.346272 1.693369  -0.996
N: -0.011198 -0.378304 0.920019  0.082
C: 1.251402 -0.526310 1.670095  -1.015
C: 0.092325 -0.276359 -0.520589  -0.504
C: 0.480397 1.198759 -0.946342  -0.498
S: 0.802913 1.420079 -2.744988  -0.071
S: 1.105780 -0.577890 -3.315541  -0.124
S: -0.925002 -1.051169 -3.005644  -0.076
C: -1.144985 -0.746586 -1.217773  -0.743
H: -0.758880 1.388108 1.924370  0.320
H: -1.241109 -0.157073 2.616874  0.356
H: -1.961309 0.370505 1.165679  0.335
H: 1.721616 0.461191 1.698176  0.358
H: 1.923843 -1.194098 1.102756  0.271
H: 1.074602 -0.930678 2.650328  0.342
H: 0.901662 -0.980910 -0.806855  0.461
H: 1.403765 1.487505 -0.428475  0.379
H: -0.329447 1.897614 -0.677063  0.341
H: -1.423482 -1.699471 -0.721018  0.427
H: -1.922164 -0.051185 -1.057376  0.353

Cartesian forces (eV/Å) of the 2 atoms listed first:
C 1.476 0.278 -0.952
N -0.494 -0.908 1.323

The calculation puts the gap between HOMO and LUMO at 8.8 eV. The calculation puts the calculated total energy at -1446.40459 hartree. The SMILES is CN(C)C1CSSSC1.



Entry 3:
The following is a DFT calculation (ωB97M-V/def2-TZVPD) of an isolated ion of composition C5H11O and charge -1 in a non-equilibrium geometry.

Each line ends with the Mulliken charge.
Positions of all 17 atoms, in Å:
C: 0.285139 -0.239801 -1.750450  -1.621
C: -0.312814 -0.108734 -0.366178  1.057
C: -1.153105 -1.340607 -0.004713  -1.556
C: 0.743529 0.168050 0.688252  -0.975
C: 0.501972 1.571593 1.368588  -0.472
O: 0.005343 2.531087 0.578598  -0.877
H: -0.530132 -0.536999 -2.423271  0.405
H: 1.069294 -0.990509 -1.826999  0.379
H: 0.582903 0.760621 -2.070930  0.348
H: -1.020031 0.714913 -0.277403  0.184
H: -2.138637 -1.387707 -0.474767  0.344
H: -0.739864 -2.334693 -0.236772  0.326
H: -1.197513 -1.399678 1.088809  0.430
H: 1.731513 0.005811 0.243755  0.386
H: 0.706301 -0.598084 1.479599  0.270
H: -0.071719 1.307835 2.291754  0.151
H: 1.537820 1.876903 1.692130  0.221

Cartesian forces (eV/Å) of the 2 atoms listed first:
C -1.349 0.709 -0.422
C -0.400 -1.268 0.582

The calculation puts the gap between HOMO and LUMO at 6.2 eV. The calculation puts the calculated total energy at -272.31273 hartree. The SMILES is CC(C)CC[O-]. The net charge is -1.



Entry 4:
The following is a DFT calculation (ωB97M-V/def2-TZVPD) of an isolated ion of composition C5H11O and charge +1 in a non-equilibrium geometry.

Each line ends with the Mulliken charge.
Positions of all 17 atoms, in Å:
C: -2.611101 0.728902 -0.089071  0.030
C: 2.037085 0.689233 -0.134537  -1.083
C: -0.110770 -1.698556 0.186722  -1.278
C: 0.533655 0.685985 0.308277  -0.954
C: -0.370314 -0.345256 -0.418367  0.813
O: -1.752899 -0.169687 -0.372460  -0.204
H: -3.621268 0.506035 -0.329347  0.313
H: -2.207857 1.748049 -0.118540  0.267
H: 0.781202 -0.228034 -0.954031  0.009
H: 2.594587 -0.192102 0.154587  0.334
H: 2.455734 1.480006 0.430775  0.362
H: -0.893386 -2.376570 -0.073182  0.419
H: 0.681282 -2.166812 -0.312720  0.400
H: 0.220535 -1.671392 1.290715  0.286
H: 0.328564 0.514121 1.393993  0.458
H: 0.099129 1.708573 0.339029  0.401
H: 1.835829 0.787511 -1.301840  0.427

Cartesian forces (eV/Å) of the 2 atoms listed first:
C 3.915 0.354 -2.526
C -2.813 -0.513 -1.535

The calculation puts the gap between HOMO and LUMO at 7.9 eV. The calculation puts the calculated total energy at -271.84987 hartree. The net charge is +1.



Entry 5:
The following is a DFT calculation (ωB97M-V/def2-TZVPD) of a 2-piece molecular cluster, C5H11O2 overall in a non-equilibrium geometry.

Each line ends with the Mulliken charge.
Positions of all 18 atoms, in Å:
C: 1.763068 0.720571 0.539872  -0.211
C: 2.009656 1.612321 1.765122  -0.914
C: 1.424222 1.503475 -0.800940  0.447
O: 0.839403 0.822916 -1.666092  -0.722
O: 1.633450 2.735860 -0.758572  -0.733
H: 2.716203 0.247507 0.285564  0.185
H: 1.042399 -0.086608 0.655998  0.157
H: 2.246424 2.579153 1.351046  0.296
H: 2.801458 1.151244 2.363428  0.255
H: 1.160502 1.659831 2.439523  0.237
C: -2.684476 -1.064174 -0.560955  -0.843
C: -1.737342 -2.224787 -0.941800  -0.784
H: -2.147025 -0.302519 0.001587  0.254
H: -2.951337 -0.482309 -1.433201  0.261
H: -3.526646 -1.458609 -0.000167  0.307
H: -1.118377 -2.486599 -0.088967  0.226
H: -1.056593 -1.972838 -1.756016  0.254
H: -2.414996 -2.954439 -1.395430  0.327

Cartesian forces (eV/Å) of the 2 atoms listed first:
C 0.650 0.279 -0.815
C -0.171 -1.256 -0.201

The calculation puts the gap between HOMO and LUMO at 7.6 eV. The calculation puts the calculated total energy at -347.62995 hartree. The net charge is -1.



Entry 6:
The following is a DFT calculation (ωB97M-V/def2-TZVPD) of a 2-piece molecular cluster, C5H11O2 overall in a non-equilibrium geometry.

Each line ends with the Mulliken charge.
Positions of all 18 atoms, in Å:
C: -0.923748 1.370106 0.850575  -0.506
C: -1.103519 2.867932 0.545645  -0.888
H: -0.180413 0.904634 0.203234  -0.067
H: -0.627658 1.209588 1.878501  0.329
H: -1.815856 0.758617 0.684177  0.301
H: -0.798279 3.077038 -0.487835  0.277
H: -0.495959 3.460998 1.218505  0.268
H: -2.148860 3.166073 0.550072  0.264
C: 1.387092 -1.706133 -0.436851  -0.422
C: 0.542380 -1.229457 -1.597246  -0.992
C: 0.588357 -2.362685 0.745226  0.493
O: 1.302122 -2.740480 1.701297  -0.762
O: -0.644334 -2.461870 0.616327  -0.709
H: 2.186318 -2.364616 -0.785496  0.380
H: 1.832154 -0.843572 0.056609  0.154
H: -0.513086 -1.189001 -1.318394  0.290
H: 0.672698 -1.725739 -2.561013  0.318
H: 0.740592 -0.191433 -1.863334  0.271

Cartesian forces (eV/Å) of the 2 atoms listed first:
C -0.211 -0.192 -0.335
C -0.026 -0.703 -0.857

The calculation puts the gap between HOMO and LUMO at 7.4 eV. The calculation puts the calculated total energy at -347.63496 hartree. The net charge is -1.



Entry 7:
The following is a DFT calculation (ωB97M-V/def2-TZVPD) of a 2-piece molecular cluster, C5H11O2 overall in a non-equilibrium geometry.

Each line ends with the Mulliken charge.
Positions of all 18 atoms, in Å:
C: 2.910241 -0.564635 0.782907  -0.861
C: 1.947396 -0.921909 -0.338851  -0.713
H: 3.271862 -1.427649 1.317656  0.303
H: 3.768782 -0.077180 0.313621  0.238
H: 2.481944 0.231232 1.392280  0.279
H: 2.298138 -1.697088 -1.046311  0.359
H: 0.980907 -1.335300 -0.057331  0.185
H: 1.725199 -0.029345 -0.937469  0.225
C: -1.488040 0.223516 -0.136010  0.087
C: -2.929917 0.004620 -0.496446  -1.264
C: -1.095431 1.658316 0.340419  0.446
O: -0.083293 2.148311 -0.210841  -0.734
O: -1.811861 2.153376 1.249534  -0.766
H: -1.140999 -0.396290 0.698491  0.136
H: -0.830017 0.087386 -0.977942  0.130
H: -3.309953 0.828505 -1.121712  0.288
H: -3.630115 0.008984 0.336434  0.302
H: -3.064846 -0.894845 -1.108434  0.361

Cartesian forces (eV/Å) of the 2 atoms listed first:
C -0.011 0.625 -1.072
C -0.418 -0.344 -1.052

The calculation puts the gap between HOMO and LUMO at 7.7 eV. The calculation puts the calculated total energy at -347.63683 hartree. The net charge is -1.



Repeat the seventh record exactly.
The following is a DFT calculation (ωB97M-V/def2-TZVPD) of a 2-piece molecular cluster, C5H11O2 overall in a non-equilibrium geometry.

Each line ends with the Mulliken charge.
Positions of all 18 atoms, in Å:
C: 2.910241 -0.564635 0.782907  -0.861
C: 1.947396 -0.921909 -0.338851  -0.713
H: 3.271862 -1.427649 1.317656  0.303
H: 3.768782 -0.077180 0.313621  0.238
H: 2.481944 0.231232 1.392280  0.279
H: 2.298138 -1.697088 -1.046311  0.359
H: 0.980907 -1.335300 -0.057331  0.185
H: 1.725199 -0.029345 -0.937469  0.225
C: -1.488040 0.223516 -0.136010  0.087
C: -2.929917 0.004620 -0.496446  -1.264
C: -1.095431 1.658316 0.340419  0.446
O: -0.083293 2.148311 -0.210841  -0.734
O: -1.811861 2.153376 1.249534  -0.766
H: -1.140999 -0.396290 0.698491  0.136
H: -0.830017 0.087386 -0.977942  0.130
H: -3.309953 0.828505 -1.121712  0.288
H: -3.630115 0.008984 0.336434  0.302
H: -3.064846 -0.894845 -1.108434  0.361

Cartesian forces (eV/Å) of the 2 atoms listed first:
C -0.011 0.625 -1.072
C -0.418 -0.344 -1.052

The calculation puts the gap between HOMO and LUMO at 7.7 eV. The calculation puts the calculated total energy at -347.63683 hartree. The net charge is -1.